Record 1
Molecular formula: C22H31N7
Method: DFT, wB97M-V/def2-TZVPD

Positions of all 60 atoms, in Å:
C -1.57053 1.78016 -0.47110
C -0.66617 1.63091 0.51817
C 0.70441 1.28712 0.18819
N 1.71214 1.08907 0.94090
C 1.49500 1.24388 2.36223
C 0.75481 0.06894 3.04645
N 2.05599 -0.49135 3.44449
C 2.16239 -1.05112 4.77406
C 1.27673 -2.28471 4.90225
C 1.40086 -2.91655 6.28599
C 2.85332 -3.26160 6.60367
C 3.74597 -2.03077 6.46998
C 3.61205 -1.40272 5.08546
C 2.70952 0.80677 3.19325
N 0.90228 1.19312 -1.19412
C -0.08990 1.29159 -2.10782
N 0.33345 1.11016 -3.43313
C 0.50146 -0.30695 -3.80088
C -0.82012 -1.06118 -3.80538
N -1.76658 -0.32484 -4.60790
N -2.91579 -0.89593 -5.03351
C -3.56860 0.11489 -5.57329
C -2.87465 1.32813 -5.48917
C -1.70689 1.01275 -4.84209
C -0.49988 1.79667 -4.42838
C -3.64418 2.44129 -6.13153
C -5.06008 1.80697 -6.25130
C -4.87609 0.26669 -6.28507
N -1.31258 1.59164 -1.81031
H -2.59449 2.04799 -0.24051
H -0.94564 1.76521 1.55192
H 1.10694 2.23987 2.59383
H 0.15640 0.40317 3.90802
H 0.14584 -0.56927 2.40312
H 1.82129 -0.30315 5.52269
H 0.23577 -2.02152 4.69633
H 1.58321 -3.00188 4.13326
H 1.02601 -2.21495 7.03974
H 0.77300 -3.80786 6.34917
H 2.93409 -3.68430 7.60763
H 3.19929 -4.03275 5.90633
H 3.45936 -1.29582 7.23062
H 4.78854 -2.29123 6.66439
H 3.96176 -2.10330 4.31967
H 4.23787 -0.50968 5.01007
H 3.65867 0.75678 2.66037
H 2.81991 1.40350 4.11032
H 1.85093 1.04282 -1.50589
H 0.95303 -0.32921 -4.79418
H 1.19572 -0.78512 -3.10994
H -0.69439 -2.05544 -4.23283
H -1.20684 -1.17103 -2.78789
H -0.80588 2.76035 -4.02726
H 0.13753 1.98394 -5.29730
H -3.66576 3.36371 -5.54963
H -3.24100 2.68978 -7.11779
H -5.63151 2.06996 -5.35942
H -5.61086 2.18071 -7.11389
H -4.79661 -0.10141 -7.31169
H -5.70052 -0.26290 -5.80933

Computed properties:
* 2S+1: 1
* charge: 0
* SMILES string: c1c/c(=N\C2CN(C3CCCCC3)C2)[nH]c(N2CCn3nc4c(c3C2)CCC4)n1
* DFT total energy: -1240.1846 hartree

Record 2
Molecular formula: C22H32BiI2N4O3
Method: DFT, wB97M-V/def2-TZVPD

Positions of all 64 atoms, in Å:
Bi -0.28033 -0.11085 -0.08465
C 2.48717 2.20195 -3.28705
C 1.05908 2.62135 -3.16795
N 0.72507 3.77685 -3.67895
C -0.52233 4.22535 -3.59625
C -1.54882 3.49725 -3.03425
C -2.93142 4.09815 -2.93095
O -3.25052 4.50505 -1.62435
C -1.23253 2.22815 -2.47115
C -2.27822 1.31815 -2.14385
N -2.15323 0.26055 -1.41735
C -3.17332 -0.69725 -1.32845
C -4.44772 -0.33895 -0.89535
C -5.45672 -1.28145 -0.82865
C -5.20203 -2.59585 -1.18225
C -3.93623 -2.97075 -1.59865
C -2.92812 -2.02605 -1.67065
I -1.02663 -2.63105 -2.39755
C 0.12517 1.79595 -2.46875
O 0.57217 0.68345 -1.92585
H 3.05538 3.00925 -3.73965
H 2.57097 1.30855 -3.90445
H 2.88798 1.96825 -2.30265
H -0.68623 5.21065 -4.00945
H -3.68982 3.40155 -3.32295
H -2.96932 5.01125 -3.53035
H -3.25372 3.75825 -1.01585
H -3.23082 1.47565 -2.65295
H -4.62843 0.67885 -0.58515
H -6.44222 -0.98915 -0.50335
H -5.98452 -3.33635 -1.14255
H -3.74422 -3.99325 -1.88435
I -2.25143 2.27445 1.43795
C -0.23403 1.98745 0.76115
H 0.39557 2.02945 1.63955
H 0.01197 2.77795 0.06475
C 4.78647 -1.88085 0.70085
C 3.83607 -1.57285 1.86455
C 3.26468 -2.86815 2.45065
C 4.57677 -0.79915 2.95455
N 2.69138 -0.73005 1.44905
N 2.14737 -1.00315 0.16095
H 5.69887 -2.32645 1.08375
H 5.05617 -0.96595 0.17405
H 4.33928 -2.58385 -0.00055
H 4.06837 -3.54715 2.72295
H 2.62368 -3.37635 1.73245
H 2.68428 -2.64085 3.34165
H 5.35428 -1.42135 3.38765
H 3.89407 -0.50225 3.74835
H 5.05017 0.09085 2.54435
H 2.96048 0.25015 1.46715
H 1.98958 -2.00735 0.09035
H 2.75988 -0.73035 -0.61405
C -0.86253 -2.56555 2.92025
C -0.49573 -1.17125 3.32125
C 0.06647 -1.00365 4.69615
O -0.65853 -0.21855 2.58185
H -1.63483 -2.91795 3.60135
H -0.00483 -3.22685 3.02465
H -1.22912 -2.60895 1.89805
H 0.17587 -1.94855 5.21395
H -0.57713 -0.35165 5.28515
H 1.03088 -0.50475 4.62175

Computed properties:
* 2S+1: 1
* charge: +1
* DFT total energy: -2112.0137 hartree

Record 3
Molecular formula: C22H32N2O2
Method: DFT, wB97M-V/def2-TZVPD

Positions of all 58 atoms, in Å:
C 3.80036 5.70477 -3.90820
C 2.93956 4.82559 -3.05341
C 1.66814 5.22881 -2.66880
C 0.88178 4.42319 -1.86387
C 1.35421 3.19773 -1.41744
C 2.62720 2.79045 -1.79939
C 3.40740 3.59438 -2.60694
H 4.39578 3.26574 -2.89472
H 3.00111 1.83818 -1.45342
C 0.50877 2.29080 -0.56412
N 0.18967 1.05173 -1.26430
C 0.79487 -0.09024 -0.86144
O 1.59145 -0.08726 0.05915
C 0.39625 -1.38946 -1.56861
H 0.34624 -1.22134 -2.64644
C -0.99936 -1.81172 -1.06256
N -0.92874 -2.35997 0.26782
C -0.11538 -3.42485 0.46926
O -0.03118 -4.03698 1.51464
C 0.71589 -3.76937 -0.75243
H 0.07977 -4.20362 -1.52792
C 1.40759 -2.50442 -1.26119
H 2.00127 -2.73550 -2.14673
H 2.08511 -2.14508 -0.48283
H 1.45344 -4.51661 -0.46022
C -1.66730 -1.72250 1.35947
C -0.69120 -1.29559 2.45924
C -1.36972 -0.61981 3.65007
C -1.75754 -1.60903 4.74629
C -2.90907 -2.53623 4.37028
H -3.81794 -1.94432 4.22653
C -2.66136 -3.38092 3.12131
C -2.84772 -2.60442 1.81851
H -3.73634 -1.97547 1.91847
H -3.04885 -3.31647 1.01427
H -1.66838 -3.82579 3.14552
H -3.38740 -4.19831 3.11995
H -3.08964 -3.20711 5.21416
H -2.04323 -1.05099 5.64260
H -0.88232 -2.21107 4.99897
H -2.25254 -0.06765 3.31862
H -0.67403 0.10461 4.07981
H -0.13471 -2.16456 2.80394
H 0.02878 -0.61243 2.00186
H -2.09260 -0.80732 0.92877
H -1.41236 -2.56012 -1.75255
H -1.67974 -0.95925 -1.05704
C -0.73257 1.23081 -2.35775
H -0.78613 0.35757 -2.99895
H -1.73639 1.44806 -1.97696
H -0.40560 2.08185 -2.96057
H 1.05428 2.01048 0.34041
H -0.42675 2.78625 -0.28461
H -0.10634 4.75545 -1.57643
H 1.28634 6.18243 -3.00500
H 3.19473 6.38614 -4.50110
H 4.46199 6.30090 -3.27879
H 4.42045 5.10987 -4.57517

Computed properties:
* 2S+1: 1
* charge: 0
* SMILES string: Cc1ccc(CN(C)C(=O)[C@H]2CCC(=O)N(C3CCCCCC3)C2)cc1
* DFT total energy: -1117.5477 hartree

Record 4
Molecular formula: C22H32N5Zr
Method: DFT, wB97M-V/def2-TZVPD

Positions of all 60 atoms, in Å:
C -0.40811 1.38184 2.16326
C -0.36589 2.09940 0.91721
C 0.89294 1.82518 0.28575
C 1.64864 0.98284 1.15416
C 0.82870 0.65986 2.28665
Zr -0.60363 -0.37884 0.45743
C 1.82632 -2.83768 -1.65366
C 0.96324 -2.85774 -0.53929
H -0.05693 -3.32084 -0.62091
C 1.08326 -2.04744 0.68595
H 2.11633 -1.70514 0.90135
H 0.70606 -2.56607 1.60494
C 1.21762 -3.37045 -2.97598
H 0.12298 -3.48525 -2.91003
H 1.36710 -2.61593 -3.75723
H 1.63634 -4.32528 -3.33926
C 2.77500 -1.64191 -1.79496
H 2.35827 -0.76822 -1.26787
H 3.81630 -1.78784 -1.46909
H 2.75355 -1.30785 -2.83327
C -1.34652 3.13196 0.50755
H -2.36895 2.79695 0.72002
H -1.19815 4.08677 1.03477
H -1.29277 3.33107 -0.56569
C 1.38375 2.46004 -0.96226
H 0.59732 2.47144 -1.72264
H 1.69307 3.50152 -0.78762
H 2.23107 1.91429 -1.39612
C 3.10761 0.70850 1.04448
H 3.49127 0.94381 0.04442
H 3.66398 1.33262 1.76255
H 3.36840 -0.33398 1.26751
C 1.27364 -0.04352 3.51860
H 2.08180 -0.75499 3.31106
H 1.63877 0.65939 4.28544
H 0.44698 -0.60972 3.97027
C -1.38314 1.65187 3.25686
H -1.35843 0.85708 4.01272
H -1.17458 2.60854 3.76638
H -2.40616 1.69897 2.85886
C -1.18941 0.42134 -1.85695
C -0.82701 -0.34184 -2.99171
C -1.76208 1.63068 -2.24852
C 0.06309 0.43906 -3.78929
H -0.78560 -1.41602 -3.23946
C -1.32253 2.30655 -3.41036
H -2.67825 1.90138 -1.69654
C -0.23659 1.75911 -4.11421
H 0.93179 -0.07391 -4.15148
H -1.87655 3.16958 -3.77050
H 0.27255 2.27031 -4.94530
N -2.61321 -3.20409 2.97760
N -2.81438 -1.92914 2.50063
N -4.10374 -1.59974 2.12159
C -3.88028 -0.69246 1.18026
N -2.59155 -0.51240 0.85728
N -1.89424 -1.39075 1.72424
H -1.76231 -3.33480 3.50356
H -3.40361 -3.58030 3.47247
H -4.65312 -0.16782 0.65436

Computed properties:
* 2S+1: 1
* charge: +1
* DFT total energy: -1177.8596 hartree

What is the formula in the first record?
C22H31N7